No. 1
275
Properties=species:S:1:pos:R:3 method="wB97M-V/def2-TZVPD" molar_mass_g_mol=1409.3 total_charge=+4 lumo_energy_ha=-0.2190 e_homo_ev=-13.608 gap_ha=0.28113 max_force_ha_per_bohr=0.063
C 4.54 0.91 -4.01
C 4.82 1.61 -2.72
C 5.56 0.62 -1.73
C 7.08 0.35 -1.99
N 7.81 -0.28 -0.77
C 9.12 -1.03 -1.22
C 9.57 -1.89 -0.06
C 8.21 -2.36 0.54
C 7.08 -1.44 -0.01
C 8.15 0.81 0.21
H 3.61 0.33 -3.93
H 5.24 0.15 -4.36
H 4.36 1.66 -4.78
H 3.91 2.03 -2.31
H 5.53 2.42 -2.94
H 4.92 -0.25 -1.61
H 5.44 1.18 -0.80
H 7.52 1.34 -2.12
H 7.31 -0.18 -2.92
H 9.87 -0.26 -1.42
H 8.97 -1.54 -2.17
H 10.21 -1.28 0.57
H 10.19 -2.71 -0.44
H 8.14 -2.26 1.63
H 7.98 -3.40 0.31
H 6.45 -1.02 0.78
H 6.45 -1.92 -0.77
H 8.81 1.54 -0.26
H 8.73 0.45 1.06
H 7.19 1.22 0.51
C 2.58 5.31 9.49
C 1.40 6.07 8.87
C 0.97 5.38 7.57
C -0.24 6.08 6.90
N -0.79 5.19 5.70
C 0.38 4.74 4.80
C 0.12 5.38 3.38
C -1.42 5.45 3.31
C -1.64 5.96 4.72
C -1.61 3.99 6.22
H 3.43 5.22 8.82
H 2.37 4.27 9.76
H 2.98 5.90 10.31
H 1.72 7.09 8.70
H 0.61 6.13 9.62
H 0.70 4.36 7.83
H 1.82 5.21 6.91
H -0.04 7.05 6.44
H -1.11 6.23 7.54
H 0.47 3.65 4.78
H 1.36 5.15 5.02
H 0.69 4.78 2.67
H 0.59 6.37 3.35
H -1.74 4.42 3.14
H -1.92 6.03 2.53
H -2.66 5.79 5.06
H -1.41 7.02 4.80
H -1.82 3.35 5.36
H -2.43 4.39 6.80
H -1.00 3.25 6.75
C 3.36 -1.55 4.29
C 3.43 -1.74 5.83
C 2.26 -1.11 6.67
C 0.97 -1.91 6.66
N -0.33 -1.30 7.34
C -1.49 -2.22 7.00
C -2.63 -1.33 6.45
C -2.26 0.09 6.69
C -0.70 0.02 6.68
C -0.14 -1.01 8.87
H 4.29 -1.80 3.79
H 3.08 -0.51 4.12
H 2.54 -2.10 3.81
H 4.32 -1.21 6.13
H 3.49 -2.80 6.08
H 2.00 -0.13 6.26
H 2.75 -1.01 7.64
H 1.11 -2.87 7.16
H 0.68 -2.12 5.63
H -1.78 -2.81 7.86
H -1.20 -3.00 6.30
H -3.57 -1.65 6.90
H -2.75 -1.38 5.37
H -2.60 0.43 7.66
H -2.79 0.67 5.94
H -0.19 0.88 7.11
H -0.40 -0.03 5.63
H 0.23 -1.93 9.34
H -1.09 -0.76 9.33
H 0.61 -0.23 9.00
C -1.47 -8.57 0.95
C -0.03 -8.04 0.90
C 0.56 -7.89 -0.52
C 1.86 -7.08 -0.51
N 2.50 -6.88 -1.96
C 3.75 -5.89 -1.82
C 3.17 -4.53 -2.12
C 2.29 -4.77 -3.29
C 1.64 -6.09 -2.99
C 3.00 -8.30 -2.35
H -2.18 -7.75 0.84
H -1.71 -9.00 1.92
H -1.74 -9.43 0.34
H 0.58 -8.63 1.57
H -0.08 -7.06 1.39
H -0.23 -7.41 -1.10
H 0.64 -8.80 -1.11
H 2.63 -7.50 0.14
H 1.66 -6.10 -0.06
H 4.39 -6.19 -2.64
H 4.21 -6.14 -0.86
H 4.04 -3.94 -2.39
H 2.71 -4.33 -1.15
H 2.91 -4.92 -4.17
H 1.58 -3.96 -3.48
H 1.49 -6.81 -3.80
H 0.73 -5.83 -2.44
H 2.22 -9.06 -2.42
H 3.81 -8.60 -1.69
H 3.44 -8.14 -3.34
C 3.10 2.03 2.66
C 1.97 1.44 1.92
C 2.40 0.61 0.78
C 1.19 0.34 -0.10
N 1.04 -1.12 -0.65
C -0.36 -1.29 -1.31
C -1.06 -2.34 -0.51
C -0.01 -3.14 0.21
C 1.06 -2.11 0.59
C 2.19 -1.50 -1.69
H 2.98 2.29 3.71
H 3.65 2.85 2.20
H 3.88 1.28 2.72
H 1.21 2.19 1.73
H 1.54 0.66 2.55
H 2.91 -0.30 1.12
H 3.09 1.05 0.06
H 1.15 0.94 -1.01
H 0.26 0.55 0.43
H -0.22 -1.73 -2.30
H -0.86 -0.38 -1.64
H -1.55 -3.05 -1.18
H -1.77 -1.92 0.19
H 0.46 -3.79 -0.53
H -0.43 -3.74 1.02
H 2.02 -2.62 0.69
H 0.82 -1.53 1.48
H 2.34 -0.72 -2.44
H 1.81 -2.44 -2.09
H 3.10 -1.58 -1.11
C -0.60 3.28 -0.74
C -1.20 2.57 -1.93
C -0.65 3.08 -3.28
C -1.33 4.45 -3.82
P -0.82 4.91 -5.57
C -1.47 6.46 -6.16
C -0.78 7.16 -7.33
C -1.53 8.50 -7.58
C -0.87 9.43 -8.63
C 1.01 4.82 -5.88
C 1.70 3.41 -5.89
C 2.33 2.93 -7.25
C 3.22 4.04 -7.87
C -1.59 3.67 -6.66
C -1.59 3.94 -8.11
C -2.40 2.92 -8.86
C -2.05 1.49 -8.56
H -0.47 4.33 -1.00
H 0.45 2.98 -0.61
H -1.23 3.24 0.15
H -2.26 2.82 -1.98
H -1.13 1.49 -1.84
H -0.86 2.32 -4.03
H 0.44 3.08 -3.22
H -1.22 5.29 -3.13
H -2.39 4.22 -3.90
H -1.57 7.14 -5.31
H -2.49 6.15 -6.40
H -0.61 6.57 -8.23
H 0.19 7.41 -6.90
H -1.59 9.10 -6.67
H -2.53 8.27 -7.93
H 0.15 9.62 -8.31
H -1.49 10.32 -8.65
H -0.78 9.03 -9.64
H 1.45 5.38 -5.06
H 1.20 5.42 -6.77
H 1.15 2.68 -5.29
H 2.56 3.55 -5.23
H 1.47 2.78 -7.91
H 2.86 1.98 -7.17
H 3.74 3.69 -8.76
H 3.97 4.49 -7.22
H 2.66 4.83 -8.37
H -2.59 3.47 -6.28
H -0.93 2.80 -6.61
H -0.56 3.95 -8.48
H -2.10 4.87 -8.33
H -2.37 3.05 -9.95
H -3.41 3.22 -8.60
H -1.02 1.30 -8.87
H -2.63 0.83 -9.21
H -2.23 1.16 -7.53
C -8.11 -4.68 -4.06
C -8.37 -3.54 -3.06
C -7.35 -3.47 -1.94
C -7.83 -2.50 -0.81
P -6.70 -1.98 0.53
C -5.39 -3.23 0.81
C -4.36 -2.98 1.95
C -3.29 -4.08 1.98
C -2.21 -3.98 3.11
C -5.87 -0.38 0.09
C -4.82 -0.44 -1.12
C -4.58 0.95 -1.60
C -5.81 1.59 -2.33
C -7.54 -1.77 2.13
C -6.79 -0.73 2.95
C -7.02 -0.88 4.46
C -6.28 0.06 5.40
H -8.39 -5.51 -3.41
H -7.07 -4.77 -4.39
H -8.82 -4.80 -4.88
H -9.37 -3.64 -2.65
H -8.58 -2.64 -3.64
H -6.43 -3.20 -2.46
H -7.24 -4.51 -1.61
H -8.50 -3.03 -0.12
H -8.38 -1.64 -1.19
H -5.00 -3.29 -0.20
H -5.97 -4.13 1.02
H -4.84 -3.02 2.93
H -3.96 -1.97 1.94
H -2.71 -4.25 1.08
H -3.91 -4.92 2.30
H -2.86 -3.92 3.98
H -1.63 -3.08 2.88
H -1.56 -4.86 3.19
H -5.29 0.10 0.87
H -6.77 0.20 -0.12
H -5.11 -1.06 -1.98
H -3.88 -0.82 -0.72
H -3.85 0.94 -2.41
H -4.22 1.55 -0.76
H -5.74 2.66 -2.52
H -6.71 1.41 -1.74
H -6.02 1.13 -3.29
H -7.59 -2.74 2.63
H -8.57 -1.48 1.92
H -7.04 0.26 2.57
H -5.70 -0.80 2.92
H -6.63 -1.88 4.66
H -8.11 -0.92 4.52
H -5.24 0.14 5.11
H -6.40 -0.34 6.41
H -6.73 1.05 5.41
C 0.26 -0.30 -6.39
C 0.59 -0.85 -4.98
O 0.77 0.01 -4.14
O 0.57 -2.10 -4.75
H 0.75 -0.95 -7.12
H 0.67 0.70 -6.53
H -0.83 -0.21 -6.44
C 5.50 -4.77 1.92
C 4.29 -4.08 1.44
O 4.40 -2.89 1.07
O 3.19 -4.65 1.43
H 6.41 -4.17 1.81
H 5.74 -5.70 1.40
H 5.49 -5.07 2.96
O -2.24 0.59 1.68
C -1.46 0.61 2.76
O -1.43 1.72 3.32
O -0.83 -0.37 3.12
H -2.44 1.53 1.76

=====

No. 2
66
Properties=species:S:1:pos:R:3 method="wB97M-V/def2-TZVPD" molar_mass_g_mol=1111.6 multiplicity=2 total_charge=-2 lumo_energy_ha="0.0655 / 0.0642" e_homo_ev="-2.605 / -2.605" s_squared=0.751 gap_ha="0.16118 / 0.15991" max_force_ha_per_bohr=0.218
Hf -1.17 2.08 -0.92
Hf -0.62 2.03 3.37
Cu 3.26 0.86 2.39
Cu 2.75 0.99 -1.04
S 2.51 1.62 5.28
O 2.83 2.91 5.77
O 1.32 1.62 4.44
O 3.62 1.23 4.44
O 2.41 0.70 6.40
S -1.23 -0.14 5.48
O -0.03 -0.87 5.86
O -1.03 1.32 5.47
O -1.30 -0.11 4.07
O -2.44 -0.52 6.20
S 1.74 3.31 1.00
O 1.11 2.87 2.20
O 0.66 3.03 0.00
O 2.10 4.72 0.98
O 2.83 2.39 0.81
S 0.75 -0.38 0.94
O 2.17 -0.51 0.75
O 0.55 0.32 2.18
O 0.19 0.40 -0.14
O 0.10 -1.68 1.01
C 0.12 0.20 -4.04
C 1.04 1.40 -3.79
C 0.97 2.40 -4.93
O 0.70 1.92 -2.55
H 0.44 -0.26 -4.98
H -0.88 0.48 -4.35
H 0.12 -0.55 -3.25
H 2.05 1.04 -3.60
H 1.88 3.01 -4.94
H 0.08 3.01 -4.84
H 1.03 2.01 -5.95
C -4.07 0.91 -3.04
C -3.50 -0.28 -2.35
C -3.34 -1.53 -3.29
O -2.39 0.08 -1.57
H -4.37 1.78 -2.46
H -4.96 0.58 -3.57
H -3.33 1.13 -3.80
H -4.35 -0.57 -1.73
H -2.47 -1.37 -3.92
H -4.01 -1.79 -4.11
H -3.17 -2.45 -2.72
O -1.61 1.51 1.32
H -2.23 0.76 1.30
O 3.29 -1.09 -1.71
H 3.32 -1.35 -0.79
H 4.07 -1.49 -2.09
O -0.65 -2.24 -1.33
H -1.13 -1.44 -1.54
H -0.19 -2.04 -0.52
O 0.44 -4.21 0.99
H 0.38 -3.28 0.77
H -0.12 -4.65 0.36
O -2.51 -2.12 0.78
H -1.62 -1.81 0.94
H -2.77 -1.70 -0.04
O 4.09 -2.21 1.56
H 4.10 -3.03 1.06
H 3.38 -1.70 1.17
O -0.26 -2.74 3.73
H -0.60 -1.90 4.05
H -0.03 -2.58 2.82

=====

No. 3
36
Properties=species:S:1:pos:R:3 method="wB97M-V/def2-TZVPD" molar_mass_g_mol=516.3 multiplicity=3 total_charge=-2 lumo_energy_ha="0.1420 / 0.1420" e_homo_ev="0.520 / 0.533" s_squared=2.023 gap_ha="0.12291 / 0.12245" max_force_ha_per_bohr=0.071
C -2.38 -0.89 -0.01
C -1.61 -1.13 -1.24
C -1.53 0.08 -1.91
H -1.24 -2.08 -1.60
C -1.94 1.14 -1.09
C -2.42 0.62 0.15
H -2.95 1.15 0.93
H -2.87 -1.62 0.64
H -1.24 0.18 -2.97
H -1.98 2.19 -1.39
Pt -1.02 -0.82 1.32
Cl 0.49 -2.77 1.40
C 2.26 0.11 0.02
C 2.12 1.39 -0.53
C 2.11 1.25 -1.99
H 1.90 2.27 0.06
C 2.23 -0.11 -2.31
C 2.37 -0.85 -1.02
H 2.29 -1.94 -0.88
H 2.15 -0.15 1.11
H 1.79 2.04 -2.65
H 1.98 -0.64 -3.23
Cl 0.91 2.85 8.38
C 0.43 2.28 6.85
C -0.70 1.46 6.81
C -1.08 0.91 5.59
C -0.31 1.25 4.51
C 0.84 2.05 4.50
C 1.21 2.59 5.72
C -0.80 0.69 3.25
O -1.84 -0.08 3.19
O -0.01 0.89 2.24
H -1.27 1.18 7.70
H -1.92 0.22 5.44
H 1.43 2.22 3.58
H 2.11 3.19 5.81

=====

No. 4
51
Properties=species:S:1:pos:R:3 method="wB97M-V/def2-TZVPD" molar_mass_g_mol=717.3 multiplicity=5 lumo_energy_ha="-0.0832 / -0.0834" e_homo_ev="-7.213 / -7.219" relative_energy_kcal_mol=0.0 s_squared=6.005 gap_ha="0.18182 / 0.18185" max_force_ha_per_bohr=0.094
Pm 0.17 -0.65 0.64
B 3.44 1.35 1.19
N 2.13 2.22 1.04
C 2.12 3.53 0.94
C 0.82 3.96 0.76
C 0.12 2.79 0.51
N 0.89 1.70 0.70
N 3.10 0.25 2.17
C 3.91 0.01 3.22
C 3.48 -1.18 3.82
C 2.36 -1.58 3.09
N 2.14 -0.73 2.07
H 4.39 2.05 1.60
H 3.71 1.01 -0.01
H 3.00 4.16 1.08
H 0.41 4.96 0.71
H -0.88 2.77 0.21
H 4.66 0.69 3.56
H 4.04 -1.75 4.57
H 1.79 -2.48 3.19
S -1.35 -1.44 2.94
C -0.98 -3.04 2.36
S 0.06 -3.47 1.06
C -1.48 -4.17 3.04
C -2.50 -4.05 4.00
N -3.36 -3.86 4.78
C -1.21 -5.47 2.67
N -0.91 -6.61 2.50
Se -3.22 3.10 -5.34
N -1.53 2.43 -5.02
C -1.50 1.69 -3.93
C -0.39 0.94 -3.44
C 0.88 0.97 -4.11
C 2.00 0.29 -3.56
C 1.82 -0.41 -2.38
N 0.57 -0.53 -1.74
C -0.52 0.15 -2.30
C -1.84 -0.02 -1.64
N -1.89 -0.80 -0.58
C -3.11 -1.14 -0.07
C -4.31 -0.61 -0.50
C -4.27 0.21 -1.66
C -3.02 0.54 -2.22
C -2.85 1.46 -3.34
N -3.85 2.08 -3.93
H 0.98 1.55 -5.07
H 2.90 0.34 -4.13
H 2.60 -1.06 -2.01
H -3.09 -1.88 0.74
H -5.27 -0.97 -0.10
H -5.17 0.69 -2.07

=====

No. 5
10
Properties=species:S:1:pos:R:3 method="wB97M-V/def2-TZVPD" molar_mass_g_mol=84.1 lumo_energy_ha=-0.0086 e_homo_ev=-8.873 relative_energy_kcal_mol=100.3 gap_ha=0.31751 max_force_ha_per_bohr=0.008
O 1.83 -0.88 0.40
C 1.56 -0.24 -0.70
C 0.21 -0.50 -1.24
N -0.94 -0.19 -0.76
C -1.06 0.52 0.43
N -0.32 1.51 0.74
H 1.07 -1.39 0.76
H 0.22 -0.94 -2.24
H -1.92 0.18 1.02
H -0.65 1.94 1.60